Record 1
The following is a DFT calculation (ωB97M-V/def2-TZVPD) of a cluster of 2 separate species, C7H14N2 in total.

```
! RIJCOSX wB97M-V def2-TZVPD def2/J DEFGRID3
* xyz 0 1
C 2.8517 1.1844 -1.2575
C 0.9561 2.8743 -1.0166
C 1.6128 1.7494 -0.6454
C -0.1541 1.7916 0.5578
N -0.1495 2.9310 -0.1837
N 0.9329 1.1030 0.3688
H 0.9657 3.5508 -1.8587
H -0.9639 3.4921 -0.3654
H 3.6876 1.4567 -0.6484
H 2.9974 1.5094 -2.2849
H -1.0019 1.6681 1.2149
H 2.8549 0.0927 -1.2226
C -0.9830 -1.6503 0.5936
C -1.8274 -2.2947 -0.5330
C -1.0584 -2.3465 1.9417
H -1.3020 -0.6187 0.7277
H 0.0403 -1.6142 0.2252
H -2.5316 -3.0269 -0.1393
H -2.3132 -1.5416 -1.1508
H -2.0935 -2.5150 2.2693
H -0.7772 -1.6616 2.7470
H -1.1650 -2.8401 -1.2084
H -0.5787 -3.2938 1.8687
*
```

The value obtained for the lowest unoccupied orbital energy is 0.85 eV. The SMILES is Cc1c[nH]cn1.CCC. The orbital gap is 9.5 eV.



Record 2
The following is a DFT calculation (ωB97M-V/def2-TZVPD) of an isolated molecule of C3H5N3O.

```
! RIJCOSX wB97M-V def2-TZVPD def2/J DEFGRID3
* xyz 0 1
O -1.9914 1.0145 -0.5415
C -1.7552 -0.1647 0.1873
C -0.2532 -0.2865 0.1650
N 0.3378 0.7040 -0.4811
N 1.6337 0.4402 -0.3798
C 1.7867 -0.6715 0.3540
N 0.6177 -1.1747 0.7001
H -1.0753 1.2139 -0.9485
H -2.2546 -1.0431 -0.2547
H -2.1099 -0.1308 1.2348
H 2.3045 1.1398 -0.6591
H 2.7593 -1.0413 0.6233
*
```

The value obtained for the lowest unoccupied orbital energy is 0.70 eV. The SMILES is OCc1nc[nH]n1. The orbital gap is 10.6 eV.



Record 3
The following is a DFT calculation (ωB97M-V/def2-TZVPD) of an isolated molecule of C3H4O2.

```
! RIJCOSX wB97M-V def2-TZVPD def2/J DEFGRID3
* xyz 0 1
C 1.6533 -0.0608 -0.2044
C -0.4111 0.2796 0.0718
C -1.6780 -0.0948 0.1912
O 0.4961 0.8407 0.7916
O 2.0973 -1.0879 0.1318
H 2.0526 0.8612 -0.6212
H 0.2187 -0.3411 -0.8014
H -2.1413 -0.7624 -0.5157
H -2.2876 0.3655 0.9562
*
```

The value obtained for the lowest unoccupied orbital energy is -0.18 eV. The SMILES is C=COC=O. The orbital gap is 8.8 eV.



Record 4
The following is a DFT calculation (ωB97M-V/def2-TZVPD) of a cluster of 19 separate species, C24H33B2Cl54NO6P in total.

```
! RIJCOSX wB97M-V def2-TZVPD def2/J DEFGRID3
* xyz -1 1
C -0.1516 2.2072 0.3556
P 0.8284 2.3169 -1.2459
C 0.3770 3.8472 -2.2471
B 2.7518 2.1262 -0.9779
C 3.2599 0.6903 -1.6040
B 4.5369 0.0988 -0.8325
O 5.8707 0.2296 -1.3606
O 4.4249 -0.6303 0.3996
O 3.1842 2.0869 0.4520
C 3.8325 3.2682 0.8740
C 4.0054 4.1449 -0.4551
C 3.5632 5.6590 -0.3672
O 3.0007 6.0261 0.9270
N 3.9914 6.3029 1.8023
O 3.7022 5.9275 2.8887
O 3.3837 3.3646 -1.4672
H 0.0871 2.9823 1.1256
H -1.2364 2.3031 0.0966
H 0.0434 1.1920 0.7810
H 1.2385 4.5019 -2.5117
H -0.1265 3.5255 -3.1925
H -0.3817 4.4434 -1.6796
H 3.5300 0.7253 -2.6901
H 2.4395 -0.0561 -1.4222
H 5.9816 1.1296 -1.6840
H 4.6663 -0.0423 1.1219
H 3.1316 3.6409 1.6725
H 4.8424 3.1291 1.3451
H 5.0472 4.2275 -0.8677
H 2.8521 5.9593 -1.1702
H 4.4760 6.2960 -0.4945
C -4.0048 3.8033 -2.0782
Cl -4.4201 4.6664 -3.5742
Cl -3.0604 2.3582 -2.4288
Cl -3.1310 4.8596 -0.9616
H -4.9169 3.4968 -1.6026
C -8.3213 2.5294 -1.8008
Cl -9.1549 1.5411 -3.0086
Cl -7.8014 1.5402 -0.4248
Cl -6.9384 3.3538 -2.5229
H -9.0166 3.2786 -1.4380
C -0.6534 -2.1896 -0.5810
Cl -0.7821 -3.7650 0.2241
Cl -1.8511 -1.0694 0.0774
Cl 0.9775 -1.5392 -0.4182
H -0.8575 -2.3284 -1.6326
C -5.2586 -1.3175 -1.8713
Cl -4.8253 0.0672 -0.8623
Cl -6.8496 -1.0778 -2.6035
Cl -4.0457 -1.5804 -3.1329
H -5.3022 -2.2007 -1.2430
C 2.8299 3.7201 5.0786
Cl 3.0661 2.4780 3.8480
Cl 1.1951 4.3858 4.9840
Cl 3.1420 3.0689 6.6964
H 3.5361 4.5221 4.8921
C 3.3451 -3.3785 2.9956
Cl 1.9171 -3.5434 1.9670
Cl 4.8085 -3.7832 2.0913
Cl 3.4530 -1.7390 3.6541
H 3.2493 -4.0632 3.8155
C 8.0239 2.8265 2.1627
Cl 6.8369 4.1340 2.0932
Cl 7.2487 1.2650 1.8768
Cl 9.3197 3.1001 0.9899
H 8.4606 2.8154 3.1552
C 3.6301 9.4110 4.4288
Cl 4.8368 10.7037 4.4658
Cl 3.6192 8.5252 5.9570
Cl 2.0267 10.0678 4.0779
H 3.8959 8.7185 3.6368
C -9.5939 -0.2817 2.6469
Cl -10.5164 -0.7419 1.2112
Cl -7.9100 0.0451 2.2253
Cl -10.3237 1.1251 3.4312
H -9.6153 -1.1106 3.3460
C -4.0247 -0.0579 -6.8424
Cl -4.6511 1.1253 -5.6894
Cl -4.2160 0.5269 -8.5005
Cl -2.3297 -0.4223 -6.5006
H -4.5969 -0.9727 -6.7363
C -7.3814 -1.8624 -9.8347
Cl -8.2888 -3.3491 -10.1376
Cl -6.5066 -1.9679 -8.3033
Cl -6.2682 -1.5301 -11.1663
H -8.0863 -1.0410 -9.7672
C 4.7554 -7.8736 3.9989
Cl 3.8801 -8.1975 2.4877
Cl 6.4281 -7.4140 3.6611
Cl 3.9512 -6.6299 4.9484
H 4.7616 -8.7820 4.5865
C 4.7634 -5.6564 -1.5460
Cl 4.3996 -6.2391 0.0828
Cl 3.4351 -6.0339 -2.6515
Cl 5.0835 -3.9193 -1.5275
H 5.6544 -6.1644 -1.8983
C 4.7307 -8.2583 8.4723
Cl 5.0419 -9.2473 7.0390
Cl 3.0447 -7.7334 8.5122
Cl 5.1412 -9.1497 9.9421
H 5.3612 -7.3772 8.4201
C -1.8887 8.5425 0.5567
Cl -1.8261 7.0023 1.4184
Cl -1.4793 8.3192 -1.1475
Cl -3.4858 9.2861 0.7217
H -1.1561 9.2092 0.9982
C -0.2655 -3.9525 -4.9593
Cl -0.3552 -5.5718 -4.2533
Cl -1.4107 -2.8639 -4.1660
Cl 1.3753 -3.3122 -4.8450
H -0.5335 -4.0221 -6.0081
C 5.7647 -11.2231 1.5606
Cl 4.9627 -12.7269 1.0893
Cl 6.5536 -11.4097 3.1306
Cl 6.9310 -10.7270 0.3297
H 5.0119 -10.4471 1.6474
C -14.0159 -3.1519 0.2931
Cl -14.9055 -4.6526 0.0062
Cl -13.2085 -3.1959 1.8640
Cl -12.8454 -2.8649 -0.9998
H -14.7252 -2.3316 0.2981
*
```

The value obtained for the lowest unoccupied orbital energy is 1.35 eV. The orbital gap is 4.6 eV.



Record 5
The following is a DFT calculation (ωB97M-V/def2-TZVPD) of a cluster of 7 separate species, C31H65BNO13S6 in total.

```
! RIJCOSX wB97M-V def2-TZVPD def2/J DEFGRID3
* xyz -1 1
C 3.3894 -2.0842 7.1357
C 3.3960 -2.7327 5.6294
C 2.0630 -3.6053 5.2433
C 1.2902 -4.2791 6.5438
N 0.1213 -3.3708 6.8619
B -1.2156 -4.0848 6.7876
C -2.4704 -3.0390 6.9720
C -2.4015 -1.8591 5.6365
C -2.6343 -0.2134 6.1385
O -1.1964 -0.8642 5.6767
H 3.3808 -2.8973 7.9966
H 4.3926 -1.4721 7.2892
H 2.4867 -1.3705 7.3485
H 4.3482 -3.4013 5.4870
H 3.4726 -1.8366 4.8672
H 1.3071 -2.8477 4.7212
H 2.3414 -4.4118 4.4103
H 2.0068 -4.4973 7.4430
H 0.8258 -5.3039 6.1468
H 0.2499 -2.8330 7.7466
H -1.2546 -4.6288 5.7202
H -1.3267 -4.9338 7.6200
H -3.4803 -3.5862 6.7492
H -2.4537 -2.4048 7.9552
H -2.8873 -2.2041 4.5326
H -2.1494 0.0720 7.1693
H -2.4202 0.6606 5.3907
C -7.9576 -2.6576 4.6109
C -7.1069 -1.4068 4.8265
C -5.6586 -1.8613 4.9988
S -5.5043 -3.3929 4.0922
O -5.2429 -4.4612 5.0337
O -4.6798 -3.1726 2.9207
C -7.2091 -3.4934 3.5833
H -8.9664 -2.4086 4.2687
H -8.0461 -3.2114 5.5531
H -7.1871 -0.7553 3.9478
H -7.4460 -0.8313 5.6935
H -4.9560 -1.1278 4.5951
H -5.4246 -2.0633 6.0477
H -7.5315 -4.5357 3.5602
H -7.2869 -3.0524 2.5850
C -0.1012 1.1597 1.5747
C -0.7950 2.4144 1.0464
C -2.2770 2.0831 0.8792
S -2.6416 0.8069 2.0751
O -2.9825 -0.4071 1.3637
O -3.4842 1.3573 3.1179
C -0.9820 0.6458 2.7037
H 0.9140 1.3727 1.9220
H -0.0365 0.4096 0.7774
H -0.6785 3.2284 1.7722
H -0.3568 2.7518 0.1019
H -2.9082 2.9539 1.0734
H -2.4881 1.6845 -0.1169
H -0.7810 -0.3943 2.9660
H -0.8968 1.2814 3.5902
C 5.8744 -6.0099 2.2491
C 7.3935 -6.1734 2.2325
C 8.0056 -4.8000 2.5034
S 6.8093 -3.9041 3.4821
O 6.3215 -2.7856 2.7028
O 7.3177 -3.7470 4.8302
C 5.5627 -5.1774 3.4838
H 5.3623 -6.9761 2.2760
H 5.5499 -5.4789 1.3462
H 7.6937 -6.8732 3.0218
H 7.7462 -6.5819 1.2803
H 8.9431 -4.8800 3.0594
H 8.1688 -4.2445 1.5757
H 4.5688 -4.7274 3.4588
H 5.6871 -5.7663 4.3975
C 0.1744 0.4276 -3.8384
C 1.6935 0.2641 -3.8550
C 2.3056 1.6375 -3.5841
S 1.1093 2.5334 -2.6054
O 0.6215 3.6519 -3.3847
O 1.6177 2.6905 -1.2573
C -0.1373 1.2601 -2.6037
H -0.3377 -0.5386 -3.8115
H -0.1501 0.9586 -4.7413
H 1.9937 -0.4357 -3.0657
H 2.0462 -0.1444 -4.8072
H 3.2431 1.5575 -3.0281
H 2.4688 2.1930 -4.5118
H -1.1312 1.7101 -2.6287
H -0.0129 0.6712 -1.6900
C -1.9832 7.2467 -6.2733
C -1.2976 6.9088 -4.9503
C -1.1799 5.3877 -4.8701
S -1.1018 4.8030 -6.5564
O -2.2901 4.0220 -6.8286
O 0.2322 4.3055 -6.8274
C -1.2864 6.3991 -7.3272
H -1.9143 8.3135 -6.5056
H -3.0452 6.9794 -6.2181
H -0.2970 7.3577 -4.9330
H -1.8508 7.3077 -4.0943
H -0.2760 5.0817 -4.3373
H -2.0597 4.9426 -4.3974
H -1.8604 6.3041 -8.2505
H -0.2854 6.7840 -7.5435
C 0.1299 3.6790 -11.8952
C 1.5047 4.2987 -12.1411
C 2.0005 4.8584 -10.8088
S 1.2349 3.8675 -9.5346
O 0.3287 4.7074 -8.7800
O 2.2454 3.0476 -8.8965
C 0.2740 2.8436 -10.6318
H -0.1994 3.0717 -12.7433
H -0.6106 4.4725 -11.7383
H 2.1956 3.5242 -12.4958
H 1.4656 5.0793 -12.9072
H 3.0875 4.7858 -10.7215
H 1.6838 5.8955 -10.6677
H -0.6828 2.5954 -10.1694
H 0.8467 1.9318 -10.8259
*
```

The value obtained for the lowest unoccupied orbital energy is 1.41 eV. The orbital gap is 4.4 eV.



Record 6
The following is a DFT calculation (ωB97M-V/def2-TZVPD) of a structure of composition C27H20F6N3O4PPdS2.

```
! RIJCOSX wB97M-V def2-TZVPD def2/J DEFGRID3
* xyz 0 3
Pd -0.2486 -0.6089 -0.7506
F -0.0784 -5.7695 3.3574
C 0.9588 -5.3683 2.6365
F 2.0362 -5.1306 3.4056
F 1.3233 -6.2870 1.7168
S 0.5662 -3.7143 1.8128
O 1.7224 -3.3099 0.9734
O 0.0253 -2.8203 2.8496
N -0.6696 -4.1681 0.8281
S -1.7175 -3.3636 -0.0513
O -1.1485 -2.6459 -1.2311
O -2.7795 -2.6538 0.6595
C -2.4638 -4.8633 -0.8988
F -1.4055 -5.5616 -1.3637
F -3.1257 -5.5613 0.0485
F -3.3130 -4.5703 -1.8829
C 0.9856 0.8023 4.8639
C 0.4642 1.9835 4.3678
C 0.1927 2.1144 2.9959
C 0.5464 1.0986 2.1501
C 1.1971 -0.0660 2.5939
C 1.3493 -0.2162 3.9920
P 0.1934 1.2141 0.3930
C -1.2776 2.2143 0.3309
C -1.2972 3.3524 -0.4785
C -2.4372 4.1579 -0.5505
C -3.5863 3.7562 0.1066
C -3.5943 2.5834 0.8502
C -2.4067 1.8295 0.9843
C 1.6727 2.0150 -0.3144
C 2.2848 3.2343 0.0295
C 3.5634 3.5172 -0.5392
C 4.1547 2.6330 -1.3885
C 3.5276 1.4169 -1.7748
C 4.1723 0.4279 -2.5368
C 3.5276 -0.7774 -2.6900
C 2.2302 -1.0109 -2.2000
C 1.5672 -0.0237 -1.5528
C 2.2172 1.1662 -1.2820
H 1.0534 0.6847 5.9523
H 0.1991 2.8192 5.0186
H -0.3693 2.9674 2.6090
H 1.6158 -0.7678 1.8686
H 1.7623 -1.1649 4.3703
H -0.3967 3.6659 -1.0110
H -2.4085 5.1008 -1.0828
H -4.5348 4.3223 -0.0163
H -4.5138 2.2922 1.3509
H -2.4671 0.9395 1.6156
H 1.7511 3.9196 0.7034
H 4.0686 4.4271 -0.1883
H 5.1997 2.8214 -1.6611
H 5.1857 0.5920 -2.8602
H 3.9841 -1.6162 -3.2323
H 1.7363 -1.9630 -2.4277
N -3.0203 -0.4593 -3.9518
C -2.2027 0.5976 -4.2809
C -1.4005 0.7963 -3.2118
N -1.6112 -0.2172 -2.3007
C -2.6721 -0.9128 -2.7333
H -3.8130 -0.7906 -4.5094
H -2.2710 1.1400 -5.2389
H -0.5939 1.4960 -2.9919
H -3.2104 -1.7165 -2.2509
*
```

The value obtained for the lowest unoccupied orbital energy (alpha / beta) is 0.15 / -1.26 eV. The orbital gap (alpha / beta) is 6.7 / 6.9 eV.



Record 7
The following is a DFT calculation (ωB97M-V/def2-TZVPD) of a cluster of 6 separate species, C25H45FNO9S4 in total.

```
! RIJCOSX wB97M-V def2-TZVPD def2/J DEFGRID3
* xyz 1 1
C 26.5870 0.9300 23.5650
C 26.1270 1.8210 22.4290
O 25.4430 2.8630 22.5890
N 26.4620 1.4030 21.0280
H 26.9400 0.4460 20.9560
H 25.6040 1.4720 20.5960
C 27.4540 2.2720 20.5000
H 25.8410 0.1340 23.9170
H 26.9260 1.6760 24.3750
H 27.2260 0.4320 23.2080
H 27.3680 3.2140 20.9880
H 27.5930 2.2230 19.4350
H 28.4610 1.8750 20.8270
F 24.6440 3.9020 26.6500
C 24.0000 2.6710 26.5820
C 24.8470 1.5740 26.6430
C 24.2370 0.2940 26.7220
C 22.7930 0.1650 26.7550
C 22.0640 1.3820 26.7910
C 22.5830 2.7070 26.6970
H 25.8350 1.6760 26.6470
H 24.8100 -0.4910 26.8880
H 22.3390 -0.8390 26.7040
H 20.8990 0.8570 26.8180
H 22.0840 3.6270 26.9380
C 30.3240 6.8780 17.6250
C 29.0270 7.4630 17.5720
C 28.1870 6.8550 18.5300
S 29.0580 6.4210 19.8820
O 28.9140 5.0630 20.4480
O 29.0900 7.4500 20.8340
C 30.6100 6.3560 19.0750
H 31.0090 7.4520 16.9370
H 30.3040 5.9200 17.3240
H 28.4720 7.7270 16.6890
H 29.3390 8.4010 18.1640
H 27.8980 5.9080 18.2220
H 27.3380 7.3160 18.8240
H 31.0970 5.3530 18.9170
H 31.3090 6.7860 19.6190
C 27.9800 4.8030 25.9370
C 27.3630 5.1530 24.5110
C 28.4180 5.5150 23.6410
S 29.6450 4.2510 23.8440
O 30.9600 4.9080 23.7490
O 29.2610 3.1690 23.0510
C 29.2140 3.8930 25.5220
H 27.2850 4.3780 26.6000
H 28.4650 5.6590 26.2900
H 26.6070 5.8440 24.5850
H 26.8540 4.2830 24.0920
H 28.6450 6.5360 23.7360
H 28.1320 5.4870 22.5510
H 29.9980 4.0240 26.2300
H 28.6880 2.8660 25.4420
C 22.3930 5.3520 19.8420
C 23.7860 5.5820 19.9450
C 24.3790 5.0310 18.7560
S 23.6600 3.4150 18.6960
O 24.3340 2.5740 19.6870
O 23.3380 3.0710 17.3050
C 22.1490 3.9090 19.5020
H 21.8160 6.1380 19.0740
H 21.7620 5.7270 20.6690
H 24.2970 5.3130 20.7730
H 23.8920 6.7600 20.0170
H 25.4630 4.6510 18.9840
H 24.2440 5.5410 17.7710
H 21.9730 3.4280 20.3400
H 21.3650 3.7040 18.7470
C 33.7120 0.0150 21.2390
C 32.9730 1.0750 20.4200
C 31.9930 1.7060 21.1600
S 31.5570 0.6830 22.4450
O 30.2080 0.3160 22.1000
O 31.6940 1.2960 23.7370
C 32.6620 -0.6180 22.0200
H 34.4140 0.6670 21.8240
H 34.1050 -0.6730 20.5450
H 32.5150 0.5550 19.4780
H 33.7170 1.9410 20.1390
H 31.2340 2.1130 20.6680
H 32.5680 2.5590 21.8030
H 32.3510 -1.5950 21.3740
H 33.0740 -1.2440 23.0140
*
```

The value obtained for the lowest unoccupied orbital energy is -2.88 eV. The orbital gap is 8.4 eV.



Record 8
The following is a DFT calculation (ωB97M-V/def2-TZVPD) of an isolated molecule of C3H9NO.

```
! RIJCOSX wB97M-V def2-TZVPD def2/J DEFGRID3
* xyz 0 1
C 0.9912 0.4163 -0.5325
N -0.3986 0.1379 -0.8916
C -1.5389 0.3858 -0.1038
O -2.0503 -0.6693 0.7148
C 1.4571 -0.3570 0.7155
H 1.0340 1.4964 -0.3468
H 1.5816 0.2795 -1.4351
H -0.5144 -0.5327 -1.6360
H -2.3502 0.5692 -0.8250
H -1.4978 1.2834 0.5068
H -1.5649 -1.4783 0.6233
H 2.3457 -0.9704 0.5501
H 0.6864 -0.9343 1.2101
H 1.8191 0.3737 1.4503
*
```

The value obtained for the lowest unoccupied orbital energy is 1.08 eV. The SMILES is CCNCO. The orbital gap is 9.9 eV.